DFT (ωB97M-V/def2-TZVPD) results for a structure of composition C28H28HfN4O2.

Results
Frontier orbital gap: 4.7 eV
Max |F|: 5.22 eV/Å
Charge: +2

Each line ends with the natural charge from an NBO analysis.
Element x y z (Å)
C -1.485 0.962 3.181  -0.601
C -1.214 -0.507 3.244  -0.600
H -0.509 1.468 3.154  0.204
H -2.135 1.449 3.906  0.230
H -1.788 1.165 2.129  0.177
H -0.800 -0.653 2.319  0.159
H -0.471 -0.891 3.928  0.228
H -2.025 -1.179 3.300  0.216
C 0.800 2.797 -2.043  0.116
C 0.929 3.544 -3.191  -0.196
C 1.115 2.876 -4.403  -0.074
C 1.143 1.483 -4.490  -0.170
H 0.614 3.271 -1.070  0.280
H 0.883 4.617 -3.009  0.275
H 1.200 3.543 -5.250  0.271
H 1.233 0.924 -5.410  0.253
N 1.017 1.457 -2.150  -0.670
C 1.070 0.722 -3.329  0.145
C 1.042 -0.771 -3.271  0.251
N 1.110 -1.414 -2.029  -0.688
C 0.746 -2.724 -1.810  0.096
C 0.646 -2.991 -4.191  -0.072
C 0.520 -3.518 -2.913  -0.199
H 0.628 -3.159 -0.796  0.274
H 0.244 -4.539 -2.638  0.274
C 0.873 -1.625 -4.361  -0.193
H 0.882 -1.167 -5.339  0.251
H 0.474 -3.719 -4.985  0.277
Hf 0.690 0.082 -0.679  2.563
C -1.490 -0.082 -0.925  -1.340
H -1.761 -1.088 -1.320  0.264
H -1.815 0.625 -1.723  0.265
H -2.150 0.105 -0.050  0.295
O 1.568 2.017 0.812  -0.713
C 2.286 1.139 1.385  0.805
N 3.292 1.157 2.298  -0.574
C 3.327 -0.102 2.982  -0.024
C 2.743 -1.045 1.889  0.737
O 2.775 -2.265 1.766  -0.544
N 2.049 -0.158 1.057  -0.892
C 4.702 -0.496 3.540  -0.075
C 5.364 -1.676 3.151  -0.151
C 6.533 -2.080 3.814  -0.214
C 7.053 -1.301 4.842  -0.187
C 6.417 -0.119 5.219  -0.192
C 5.240 0.283 4.578  -0.204
C 2.296 -0.029 4.092  -0.059
C 1.944 -1.232 4.702  -0.163
C 0.943 -1.217 5.659  -0.214
C 0.284 -0.025 5.979  -0.197
C 0.704 1.184 5.421  -0.192
C 1.754 1.186 4.508  -0.240
H 3.713 2.014 2.581  0.440
H 4.966 -2.310 2.349  0.224
H 7.033 -3.004 3.503  0.230
H 7.971 -1.604 5.341  0.233
H 6.828 0.510 6.008  0.233
H 4.733 1.202 4.897  0.213
H 2.491 -2.142 4.458  0.234
H 0.657 -2.150 6.139  0.235
H -0.569 -0.024 6.659  0.236
H 0.204 2.120 5.700  0.235
H 2.142 2.156 4.168  0.217